The following is a quantum chemistry calculation of a single C4H10N2O molecule in a non-equilibrium geometry, from OMol25.

CARTESIAN COORDINATES (ANGSTROEM)
C1 -0.0994 1.6528 0.8828
C2 0.4655 0.2994 1.3204
N1 -0.4740 -0.7699 0.8856
N2 -0.0803 -1.1122 -0.4650
C3 -1.1282 -0.7520 -1.3902
C4 1.2898 -0.4843 -0.5746
O1 1.6182 -0.0555 0.6353
H1 -1.1800 1.7185 0.7485
H2 0.3775 2.0122 -0.1010
H3 0.1260 2.3773 1.6244
H4 0.6463 0.2320 2.4676
H5 -0.4340 -1.7178 1.3525
H6 -2.0457 -1.2702 -1.0523
H7 -1.4542 0.4009 -1.6701
H8 -0.8054 -1.2607 -2.3998
H9 1.9452 -1.4393 -0.8381
H10 1.2328 0.1687 -1.4260

Cartesian forces, eV/Å:
0.643 0.560 -1.652
-2.023 -1.380 1.316
-0.619 -1.690 0.595
-0.281 1.499 1.280
-0.339 0.463 -2.970
-0.518 -5.149 -3.010
2.190 1.476 1.782
0.104 -0.590 0.045
-0.610 -0.616 1.424
0.454 0.845 0.622
-0.207 0.141 -2.078
0.490 1.992 0.124
0.485 0.385 -0.260
1.217 -2.415 1.061
-0.818 1.100 1.619
-0.636 2.330 0.329
0.468 1.050 -0.228

Summary:
Relative energy (zero: lowest compared OMol25 entry of this formula, charge and spin) ... 90.0 kcal per mole
Strongest force on any atom ... 5.99 eV Å⁻¹
Structure (SMILES) ... C[C@H]1NN(C)CO1
LUMO energy ... 0.038 Eh
Gap between HOMO and LUMO ... 0.3473 Ha

=====

The following is a quantum chemistry calculation of a molecular structure, C10H19BiCl2NO in a non-equilibrium geometry, from OMol25.

CARTESIAN COORDINATES (ANGSTROEM)
Bi1 -0.7122 -2.6030 -1.5595
Cl1 -2.6880 -1.3037 -0.7909
Cl2 1.0423 -2.8901 0.1909
C1 -1.6709 -4.2414 -0.7415
H1 -1.1039 -5.1449 -0.4367
H2 -2.7667 -4.2179 -0.5734
C2 0.7539 0.4254 -1.8263
C3 0.5362 -0.3437 -2.8599
H3 1.4336 0.1024 -1.0287
C4 -0.3509 0.0777 -4.0304
H4 1.1663 -1.2154 -3.0650
C5 -0.8724 1.5270 -3.8942
H5 0.1890 -0.0101 -4.9856
H6 -1.2103 -0.6025 -4.1534
C6 -1.1447 1.9299 -2.4488
H7 -0.1009 2.2004 -4.2902
H8 -1.7648 1.6667 -4.5143
C7 0.1623 1.7914 -1.6409
H9 -1.5057 2.9625 -2.3914
H10 -1.9237 1.2968 -2.0036
H11 0.8773 2.5498 -2.0173
H12 0.0056 2.0204 -0.5764
C8 0.3223 -0.8049 4.5582
N1 0.9576 0.3658 3.9855
C9 1.8307 1.1780 4.8245
C10 0.6927 0.7094 2.6954
O1 -0.1426 0.1570 1.9842
H13 0.5720 -0.8312 5.6213
H14 0.6817 -1.7218 4.0717
H15 -0.7642 -0.7546 4.4236
H16 2.8812 1.1036 4.5018
H17 1.5414 2.2382 4.7640
H18 1.7456 0.8291 5.8598
H19 1.3303 1.5536 2.3473

Cartesian forces, eV/Å:
-1.349 -1.928 0.110
-0.992 1.106 -0.023
1.637 0.030 0.783
-0.400 -0.879 -0.172
-0.436 0.673 -0.100
0.824 -0.102 -0.158
0.946 0.897 1.534
0.559 0.267 -2.576
-0.143 -0.061 -0.364
-0.347 0.121 0.148
-0.379 0.246 0.410
0.170 -0.094 -0.127
0.100 -0.030 0.296
0.197 0.007 0.309
0.195 -0.066 0.396
-0.072 0.016 -0.007
0.083 -0.048 0.044
-0.655 0.278 -0.145
0.023 -0.035 -0.115
0.207 -0.023 -0.076
-0.107 -0.241 0.152
-0.057 -0.211 -0.246
-0.177 -0.221 -0.171
0.105 0.158 0.155
0.129 0.144 -0.517
-0.870 -0.586 -0.610
1.206 0.803 0.946
-0.159 -0.128 -0.144
-0.134 0.177 0.097
0.185 -0.067 0.046
-0.186 -0.032 0.214
0.079 -0.266 0.183
0.069 0.228 -0.302
-0.249 -0.133 0.033

Summary:
Charge ... -1
Relative energy (zero: lowest compared OMol25 entry of this formula, charge and spin) ... 0.0 kcal per mole
Strongest force on any atom ... 2.65 eV Å⁻¹
LUMO energy (alpha / beta) ... 0.098 / 0.098 Eh
Gap between HOMO and LUMO (alpha / beta) ... 0.1844 / 0.1844 Ha

=====

The following is a quantum chemistry calculation of a single C3H3ClFNOS molecule in a non-equilibrium geometry, from OMol25.

CARTESIAN COORDINATES (ANGSTROEM)
O1 -1.9592 -1.1519 -1.1980
C1 -1.6434 -0.0263 -0.8524
N1 -0.4495 0.3765 -0.2352
S1 -0.2437 2.0149 0.0650
C2 0.5834 -0.5593 -0.2040
C3 1.6038 -0.5717 0.6383
F1 1.6916 0.1958 1.7138
Cl1 2.8647 -1.6997 0.5334
H1 -2.3101 0.8077 -0.9743
H2 -0.5835 2.0357 1.3775
H3 0.4460 -1.4217 -0.8639

Cartesian forces, eV/Å:
1.088 1.195 0.552
-0.389 -1.267 -0.082
-0.946 -0.852 -0.535
0.109 0.581 0.369
0.262 -0.856 -0.069
-0.537 -0.338 0.036
0.150 0.592 0.088
0.376 -0.304 -0.001
-0.430 0.711 -0.083
0.101 -0.056 -0.248
0.216 0.594 -0.026

Summary:
Relative energy (zero: lowest compared OMol25 entry of this formula, charge and spin) ... 25.9 kcal per mole
Strongest force on any atom ... 1.71 eV Å⁻¹
Structure (SMILES) ... O=CN(S)/C=C(\F)Cl
LUMO energy ... 0.018 Eh
Gap between HOMO and LUMO ... 0.3540 Ha

=====

The following is a quantum chemistry calculation of 7 unconnected molecules or ions with the total composition CH17NO6 in a non-equilibrium geometry, from OMol25.

CARTESIAN COORDINATES (ANGSTROEM)
C1 1.6596 -2.6978 0.1834
N1 0.3515 -2.3741 -0.4767
H1 2.4427 -2.7372 -0.5742
H2 1.9624 -1.8377 0.8796
H3 1.6103 -3.6368 0.7240
H4 -0.2878 -2.0806 0.2576
H5 0.0053 -3.2484 -0.8512
O1 0.8783 0.0374 -1.1239
H6 0.5839 -1.0661 -0.9567
H7 1.6891 0.1086 -1.6827
O2 -0.9164 1.6536 -1.6811
H8 -0.2334 0.9343 -1.5417
H9 -1.2894 1.4716 -2.5252
O3 -2.5846 0.9388 0.5115
H10 -2.1172 1.0842 -0.3525
H11 -2.2674 1.6619 0.9694
O4 1.2064 0.9162 1.2287
H12 1.2034 0.6553 0.2568
H13 0.7720 1.7810 1.2791
O5 -0.6759 3.1955 0.6549
H14 -0.7061 2.8901 -0.2782
H15 -0.7893 4.1025 0.5915
O6 -0.8418 -0.9905 1.6349
H16 -1.5767 -0.3650 1.2790
H17 -0.0788 -0.3969 1.5940

Cartesian forces, eV/Å:
0.154 1.659 0.472
1.172 -0.267 0.548
-0.054 -0.211 -0.032
-0.642 -1.326 -0.838
0.092 -0.002 0.181
-0.430 0.053 0.562
-0.211 0.303 -0.539
1.038 -1.537 -1.088
0.450 0.680 -0.633
-1.012 -0.286 0.599
0.012 0.220 0.751
0.104 0.255 0.062
-0.591 0.039 -1.056
-0.466 -2.285 -2.447
-0.545 -0.316 0.534
0.939 2.637 1.978
0.122 -0.021 -0.294
-0.092 0.449 1.129
0.061 -0.126 -0.038
0.297 -2.725 -0.486
0.007 -0.038 0.391
-0.300 2.797 0.062
-1.752 0.970 -0.818
1.205 -1.279 0.712
0.441 0.356 0.288

Summary:
Relative energy (zero: lowest compared OMol25 entry of this formula, charge and spin) ... 0.0 kcal per mole
Strongest force on any atom ... 3.43 eV Å⁻¹
Structure (SMILES) ... CN.O.O.O.O.O.O
LUMO energy ... 0.015 Eh
Gap between HOMO and LUMO ... 0.3979 Ha

=====

- relative energy (zero: lowest compared OMol25 entry of this formula, charge and spin) of number 2 (C10H19BiCl2NO)?
  0.0 kcal per mole

=====

- What is the strongest force on any atom in the fourth record?
  3.43 eV Å⁻¹

=====

- Which value of strongest force on any atom does entry 3 give?
  1.71 eV Å⁻¹